Density functional theory data (ωB97M-V/def2-TZVPD) for a cluster of 3 separate species, C6H12O in total at a distorted geometry.

Geometry as XYZ:
```
19
Properties=species:S:1:pos:R:3:nbo_charge:R:1
C -1.11470 1.07722 -0.57482 -0.489
C 2.44340 -0.76403 0.19448 -0.511
C -2.06438 0.02159 -0.14310 -0.472
C 0.20347 0.68301 -0.06820 0.123
H -2.80057 0.34768 0.59742 0.214
H 2.45298 -1.81978 0.46161 0.222
H 2.47567 -0.23914 1.16644 0.189
C -1.46893 -1.16953 0.47570 0.173
H 1.89276 1.63658 -1.17653 0.241
H -2.65009 -0.34008 -0.99766 0.221
H -0.56138 -1.95190 -0.81931 -0.173
H -1.99372 -1.94467 1.02880 0.208
C 1.28406 0.75561 -0.99175 -0.391
H 3.37390 -0.51605 -0.32251 0.184
H -1.34527 2.05715 -0.15755 0.247
H 0.99170 0.45047 -2.00610 0.202
H -1.15590 1.12057 -1.66870 0.218
O -0.40527 -0.74179 1.14739 -0.622
H 0.49204 1.06244 0.91573 0.216
```

LUMO (spin up / spin down)	-0.33 / -0.33	eV
spin multiplicity	1
orbital gap (spin up / spin down)	7.288 / 7.289	eV
total charge	0
highest occupied orbital energy (spin up / spin down)	-0.2800 / -0.2800	hartree

***

Density functional theory data (ωB97M-V/def2-TZVPD) for a structure of composition C19H24N4SSeSiW at a distorted geometry.

Geometry as XYZ:
```
51
Properties=species:S:1:pos:R:3:nbo_charge:R:1
N 1.35610 -0.45070 -0.65630 -0.474
C -1.56320 -0.99940 5.39080 -1.165
C -2.92020 0.73950 -0.26080 -0.629
C -0.13940 1.93410 5.32050 -1.167
C -1.75360 -2.87710 -1.08150 0.173
H -1.04640 2.32340 4.86260 0.274
H -3.18950 0.05440 -1.08670 0.249
C 1.49560 -1.56090 -1.49050 0.049
Si -0.00730 0.05540 5.13300 1.815
H 1.71460 -1.75050 4.84030 0.271
H -1.74930 -1.15400 6.45160 0.285
C 1.24990 3.27530 -1.29840 -0.636
C -3.32770 -4.99520 -1.83090 -0.170
C -2.05420 -4.93150 -2.36320 -0.201
C 2.76770 -1.73520 -1.96920 -0.373
H 1.94270 -0.88990 6.35800 0.287
H 3.13180 -2.49170 -2.63310 0.274
H -2.37890 0.17370 0.57730 0.187
H 2.47340 -0.16400 4.84620 0.269
H -3.86190 1.08510 0.17870 0.303
H 1.41510 4.29360 -1.63430 0.253
C -3.79690 -4.04710 -0.91600 -0.174
N 0.02930 -3.47550 -2.27170 -0.458
C -0.21650 3.01760 -1.19930 0.134
C 0.29250 -2.33350 -1.60670 0.406
H 2.63970 1.01880 0.14420 0.267
H -1.46390 -1.97920 4.92480 0.271
N -0.76820 -1.92360 -0.88080 -0.558
C 2.52230 0.15720 -0.49370 -0.072
C -3.02200 -2.97550 -0.52270 -0.234
H -3.46820 3.52310 -1.37590 0.242
C -2.47320 3.15140 -1.22810 -0.232
H -2.44380 -0.51760 4.96780 0.270
C -2.11550 1.93540 -0.73510 0.072
H -4.78690 -4.17100 -0.50630 0.241
Se -0.13630 -0.04960 2.28980 -0.278
H 0.66220 -3.97480 -2.87700 0.449
C -1.26350 -3.85780 -1.97210 0.092
H -1.69360 -5.68710 -3.04100 0.243
C -1.26110 3.83960 -1.52570 -0.228
H -3.36910 -2.25660 0.20990 0.229
H 0.70580 2.44260 4.86090 0.272
S 3.82120 -0.53970 -1.36300 0.630
H -3.97980 -5.80540 -2.11590 0.246
H -0.15710 2.20770 6.37290 0.286
H 1.73980 3.15730 -0.33160 0.206
C 1.69150 -0.76640 5.30640 -1.168
H -1.18490 4.82720 -1.93210 0.243
H 1.72140 2.60360 -2.01720 0.210
N -0.71560 1.82410 -0.71330 -0.577
W -0.54350 -0.00470 0.00250 1.099
```

LUMO	-7.11	eV
spin multiplicity	1
orbital gap	5.949	eV
total charge	+2
highest occupied orbital energy	-0.4801	hartree

***

Density functional theory data (ωB97M-V/def2-TZVPD) for a structure of composition C22H26N2OPPdS2Se2.

Geometry as XYZ:
```
57
Properties=species:S:1:pos:R:3:nbo_charge:R:1
C -3.47270 -0.83746 -0.55278 -0.215
H 6.14819 4.36811 1.65959 0.200
H 0.36319 1.31029 5.50263 0.202
H -2.16775 3.91396 3.23220 0.204
Se 0.46549 2.39958 -1.09582 -0.590
H 6.22511 1.91136 1.35589 0.203
H 3.96920 5.54903 1.54135 0.204
H -1.50842 2.92776 5.40391 0.201
C -2.92628 0.06637 0.39914 -0.084
C 0.07563 1.75127 4.55532 -0.222
Se 1.71912 -0.64155 0.70688 -0.602
C -3.54163 -2.17887 -0.26475 -0.146
C -3.05789 -2.61291 0.99304 -0.277
C -0.16127 -2.88689 -1.78699 -0.622
C -0.97507 2.65869 4.49962 -0.216
C 0.37992 1.94918 2.17602 -0.406
H -3.11835 1.12888 0.29719 0.211
H -0.96591 -4.78948 -2.41092 0.221
H -4.19440 -3.44311 -3.23040 0.396
H -1.04797 -3.54146 -3.64740 0.235
H -0.82426 -3.00368 -0.93015 0.248
C 2.88938 2.38042 0.99559 -0.271
C 4.10802 1.72519 1.07038 -0.233
C 2.85290 3.76299 1.16660 -0.217
H 0.81653 0.31340 -3.43921 0.251
H 2.14719 -1.07802 -4.95571 0.213
H 1.55756 0.67563 3.43664 0.221
H -3.11381 -3.65610 1.26550 0.232
P 1.30216 1.48968 0.66647 0.935
S -0.49240 -1.17838 -2.29726 1.299
H 1.75501 -2.54987 -4.07267 0.202
H 0.49991 -1.71992 -5.00959 0.224
C 1.01289 -0.72424 -3.16580 -0.622
C 0.75260 1.39895 3.39977 -0.137
H -3.84465 -0.43990 -1.48844 0.225
H 0.85430 -2.88112 -1.38956 0.243
N -3.85877 -2.79906 -2.53483 -0.772
C 4.01490 4.47443 1.40849 -0.226
H -0.95263 3.27370 1.16465 0.241
H 4.13967 0.64957 0.94398 0.235
Pd -0.79968 -0.10150 0.10074 0.214
C 1.37188 -1.57394 -4.36972 -0.624
C -2.48722 -1.69178 1.82715 0.015
H 1.90493 4.28474 1.09806 0.226
C 5.23660 3.81180 1.47613 -0.209
C -0.66738 2.86061 2.12391 -0.199
H 1.78633 -0.69458 -2.39375 0.258
N -2.43405 -0.35144 1.59338 -0.471
H -2.05110 -1.99970 2.77128 0.193
C -0.42589 -3.95000 -2.84908 -0.639
S -4.87635 -4.52710 -0.83454 -0.260
O -1.57586 -1.27274 -3.34202 -1.040
C -4.05785 -3.14484 -1.26071 0.139
C 5.27899 2.43764 1.30504 -0.225
H -3.17984 -2.08624 -2.80971 0.445
C -1.34344 3.21239 3.28377 -0.215
H 0.49525 -4.32978 -3.28851 0.202
```

LUMO	2.57	eV
spin multiplicity	1
orbital gap	6.520	eV
total charge	-1
highest occupied orbital energy	-0.1453	hartree

***

| no. | electronic energy (Ha) |
| --- | --- |
| 1 | -310.73801 |
| 2 | -4113.13181 |
| 3 | -7107.28963 |